Record 1
Here is the molecule C2H8N4S in a non-equilibrium geometry from the OMol25 dataset. Energies are from wB97M-V/def2-TZVPD.

```
15
Properties=species:S:1:pos:R:3:lowdin_charge:R:1
C 0.124 -0.337 -0.051 -0.386
C 1.532 -0.643 0.391 -0.620
H -0.699 1.937 -1.295 0.086
H -2.164 1.369 -0.712 0.064
H 0.208 1.386 0.875 0.079
H 1.742 -0.414 1.459 0.077
H 1.873 -1.736 0.269 0.079
H 3.719 0.636 0.653 0.001
H -2.349 -0.603 0.415 0.036
H -2.404 -2.007 -0.558 0.142
N -1.243 1.718 -0.453 -0.025
N -0.556 0.913 0.454 -0.086
N -0.635 -1.303 -0.497 -0.010
N -1.964 -1.002 -0.370 -0.045
S 2.816 0.086 -0.579 0.608
```

As for the gap between HOMO and LUMO: 8.6 eV. The structure (SMILES) is N/N=C(/CS)NN. As for the HOMO energy: -8.3 eV.

***

Record 2
Here is a cluster of 2 separate species, C2H8N4S in total in a non-equilibrium geometry from the OMol25 dataset. Energies are from wB97M-V/def2-TZVPD.

```
15
Properties=species:S:1:pos:R:3:lowdin_charge:R:1
C -10.232 -1.133 0.565 0.306
C -9.832 1.206 0.111 -0.186
N -10.481 0.002 0.457 0.137
N -7.980 -0.132 -0.226 -0.488
N -8.473 1.004 -0.222 -0.027
N 10.061 0.082 -0.140 0.325
S -6.452 -0.459 -0.630 0.909
H -10.304 -2.171 0.760 0.127
H -10.345 1.664 -0.747 0.159
H -9.906 1.909 0.952 0.158
H 11.007 -0.289 0.020 0.169
H 9.517 0.023 0.732 0.168
H 9.595 -0.471 -0.873 0.169
H 10.122 1.066 -0.437 0.169
H -6.586 -1.792 -0.435 -0.096
```

The charge is +2. As for the gap between HOMO and LUMO: 9.2 eV. As for the HOMO energy: -15.1 eV.